w.
DFT (the ωB97M-V functional and the def2-TZVPD basis) results for a molecular structure, C3H4O3.

The value obtained for the HOMO-LUMO gap is 9.460 eV. The calculation puts the HOMO energy at -9.4 eV. The value obtained for the LUMO energy is 0.0030 Eh.

Each line ends with the Löwdin charge.
CARTESIAN COORDINATES (ANGSTROEM)
C1 -0.594 -0.637 1.678  -0.5647
C2 0.324 0.391 0.255  -0.1796
C3 0.667 -0.223 -1.013  -0.0478
O1 -0.085 -0.536 2.714  0.1609
O2 -1.490 -0.953 0.932  0.1004
O3 -0.402 1.400 0.177  0.1526
H1 1.737 -0.296 -0.991  0.0894
H2 0.381 0.359 -1.894  0.0873
H3 0.124 -1.134 -1.170  0.0957
H4 -0.663 1.630 -0.688  0.1057

***

x.
DFT (the ωB97M-V functional and the def2-TZVPD basis) results for a single C3H4O3 molecule.

The value obtained for the HOMO-LUMO gap is 9.602 eV. The calculation puts the HOMO energy at -10.3 eV. As for the structure (SMILES): O=CC(=O)CO. The value obtained for the LUMO energy is -0.0254 Eh.

Each line ends with the Löwdin charge.
CARTESIAN COORDINATES (ANGSTROEM)
O1 1.887 0.326 -1.224  0.0904
C1 0.744 0.068 -1.508  -0.1536
C2 -0.349 0.117 -0.438  -0.3198
O2 -1.478 0.460 -0.718  0.1160
C3 0.075 -0.208 0.973  -0.2040
O3 -0.975 -0.079 1.879  -0.0311
H1 0.428 -0.178 -2.539  0.1346
H2 0.924 0.448 1.217  0.1380
H3 0.472 -1.236 0.974  0.1437
H4 -1.727 0.283 1.384  0.0859

***

y.
DFT (the ωB97M-V functional and the def2-TZVPD basis) results for a molecular structure, C3H4O3.

The value obtained for the HOMO-LUMO gap is 10.883 eV. The calculation puts the HOMO energy at -10.3 eV. The value obtained for the LUMO energy is 0.0206 Eh.

Each line ends with the Löwdin charge.
CARTESIAN COORDINATES (ANGSTROEM)
O1 -0.019 0.478 1.663  0.0150
C1 0.343 0.274 0.331  -0.2579
C2 0.195 -1.122 -0.312  -0.0527
O2 -0.443 -0.493 -1.472  0.0376
C3 -0.650 0.669 -0.772  -0.4322
O3 -1.434 1.543 -0.977  0.1562
H1 0.157 1.401 1.898  0.1125
H2 1.324 0.725 0.100  0.1648
H3 -0.552 -1.781 0.145  0.1332
H4 1.079 -1.694 -0.603  0.1235

***

It is y that is most stable; the runner-up trails by 14.6 kJ/mol.

***

w.
DFT (the ωB97M-V functional and the def2-TZVPD basis) results for 5 unconnected molecules or ions with the total composition C3H15O4S.

The value obtained for the HOMO-LUMO gap is 7.128 eV. The calculation puts the HOMO energy at -3.5 eV. Its net charge is -1. The value obtained for the LUMO energy is 0.1332 Eh.

Each line ends with the Löwdin charge.
CARTESIAN COORDINATES (ANGSTROEM)
C1 2.538 0.699 -0.925  -0.1213
C2 1.561 0.687 0.277  -0.3556
C3 0.731 1.980 0.403  -0.7564
S1 -0.833 1.778 1.251  0.3307
H1 3.508 0.928 -0.466  0.0580
H2 2.412 1.509 -1.641  0.0516
H3 2.412 -0.248 -1.444  0.0586
H4 0.867 -0.157 0.133  0.0629
H5 2.057 0.345 1.190  0.0923
H6 0.782 2.460 -0.582  0.0386
H7 1.400 2.696 0.918  0.0446
H8 -0.244 -0.031 2.005  -0.1406
H9 -0.385 -0.466 3.474  0.0045
O1 -0.073 -0.798 2.636  -0.1776
H10 -1.005 -1.243 -1.411  -0.0007
H11 -1.282 -1.467 -2.818  0.0100
O2 -0.584 -1.670 -2.195  -0.1047
H12 -1.689 -2.675 0.392  0.0345
H13 -1.929 -1.388 1.189  0.0114
O3 -2.357 -2.215 0.910  -0.0730
H14 -2.946 -0.956 -0.897  0.0227
H15 -2.340 0.496 -0.931  0.0013
O4 -2.601 -0.263 -1.468  -0.0920

***

x.
DFT (the ωB97M-V functional and the def2-TZVPD basis) results for 5 unconnected molecules or ions with the total composition C3H15O4S.

The value obtained for the HOMO-LUMO gap is 7.058 eV. The calculation puts the HOMO energy at -3.6 eV. Its net charge is -1. The value obtained for the LUMO energy is 0.1281 Eh.

Each line ends with the Löwdin charge.
CARTESIAN COORDINATES (ANGSTROEM)
C1 2.373 0.914 -2.815  -0.1320
C2 1.232 1.804 -2.271  -0.3479
C3 1.200 1.922 -0.741  -0.7278
S1 -0.433 1.661 0.030  0.2778
H1 2.951 1.478 -3.565  0.0535
H2 2.063 0.007 -3.357  0.0601
H3 3.048 0.614 -2.027  0.0460
H4 1.251 2.758 -2.811  0.0859
H5 0.262 1.402 -2.582  0.0636
H6 1.619 2.879 -0.426  0.0331
H7 1.824 1.123 -0.324  0.0249
H8 -0.512 -0.440 0.282  -0.0892
H9 0.273 -0.834 1.500  0.0352
O1 -0.309 -1.255 0.842  -0.1775
H10 2.035 -2.313 -0.942  0.0117
H11 0.993 -2.290 0.146  -0.0197
O2 1.638 -2.893 -0.285  -0.0987
H12 -1.886 0.680 3.806  0.0338
H13 -1.413 -0.318 2.767  -0.0081
O3 -1.753 -0.264 3.667  -0.0734
H14 -3.539 -1.815 1.581  0.0235
H15 -2.349 -2.237 0.762  0.0001
O4 -3.288 -2.431 0.883  -0.0750

***

It is x that is most stable; the runner-up trails by 35.2 kJ/mol.